Entry from the Open Molecules 2025 dataset: a molecular structure, C4H6AgO5 in a non-equilibrium geometry (ωB97M-V/def2-TZVPD).

As for the frontier orbital gap (spin up / spin down): 11.037 / 5.336 eV. The total energy is -18456.8166 eV. The highest occupied orbital energy (spin up / spin down) is -20.242 / -19.231 eV. Its spin multiplicity is 2. As for the total charge: +2.

The geometry in XYZ format:
```
16
Properties=species:S:1:pos:R:3:forces:R:3
O 2.402 -1.481 1.762 0.11 -0.54 -0.92
H 0.272 1.045 0.800 -0.77 2.33 -3.55
C -2.391 0.929 -0.585 1.02 -2.68 0.46
O -3.066 -0.163 -0.224 -1.64 2.48 -0.99
H 1.979 -1.811 2.567 -0.12 -0.35 0.09
O 0.303 -1.117 1.134 0.62 -1.17 0.42
C 1.131 0.573 -1.104 1.42 -2.02 0.74
C 1.545 -1.126 0.853 -0.35 2.91 1.87
H 0.811 -0.209 -1.803 0.34 0.51 -0.18
C 0.019 1.297 -0.460 1.46 -1.50 4.21
H 1.880 1.281 -1.467 0.19 -0.58 0.06
O 2.039 -0.359 -0.038 -0.48 1.14 -2.59
H -4.029 -0.077 -0.288 -0.62 0.20 0.00
O -1.162 0.459 -0.566 -2.07 1.91 -1.04
Ag -1.504 -1.484 0.362 0.58 -2.85 0.67
H -0.229 2.245 -0.943 0.30 0.19 0.76
```
Forces are in eV/Å.

Mulliken atomic charge list, values in e, 5 entries:
1 O -0.3307
2 H 0.2715
3 C 0.2679
4 O -0.3598
5 H 0.3731